The following is a DFT calculation (ωB97M-V/def2-TZVPD) of one molecule with the formula C2H3NO.

Atoms and positions in Å:
C1 -0.418 -0.148 -0.229
C2 0.332 0.957 -0.148
N1 0.893 -0.955 -0.176
O1 1.536 0.316 0.016
H1 -1.395 -0.510 -0.439
H2 0.230 2.022 -0.172
H3 1.011 -1.531 0.654

Relative energy (zero: lowest compared OMol25 entry of this formula, charge and spin) (kcal/mol): 81.3
2S+1: 1
LUMO level (eV): 1.16
Structure (SMILES): c1co[nH]1
Orbital gap (Eh): 0.3820

The following is a DFT calculation (ωB97M-V/def2-TZVPD) of a 2-piece molecular cluster, C2H3NO overall.

Atoms and positions in Å:
C1 -1.111 -0.021 -0.359
C2 -2.305 0.761 -0.279
N1 -2.438 -0.620 -0.258
O1 -1.979 0.008 0.886
H1 0.254 -2.603 -1.473
H2 -0.412 -2.450 -1.338
H3 -2.876 1.538 -0.523

Relative energy (zero: lowest compared OMol25 entry of this formula, charge and spin) (kcal/mol): 194.2
2S+1: 1
LUMO level (eV): 0.96
Orbital gap (Eh): 0.4131

The following is a DFT calculation (ωB97M-V/def2-TZVPD) of one molecule with the formula C2H3NO2.

Atoms and positions in Å:
C1 -0.345 0.241 -0.213
C2 0.286 -0.159 1.107
N1 0.602 0.046 -1.293
O1 0.210 -0.585 -2.244
O2 -0.306 -0.717 1.978
H1 -0.492 1.324 -0.149
H2 -1.307 -0.267 -0.366
H3 1.351 0.118 1.179

Relative energy (zero: lowest compared OMol25 entry of this formula, charge and spin) (kcal/mol): 75.5
2S+1: 1
LUMO level (eV): -0.48
Structure (SMILES): O=CCN=O
Orbital gap (Eh): 0.3381

The following is a DFT calculation (ωB97M-V/def2-TZVPD) of one molecule with the formula C2H3NO2.

Atoms and positions in Å:
C1 1.122 0.082 0.040
C2 -0.283 -0.285 0.359
N1 0.187 0.895 -0.399
O1 2.343 -0.283 -0.061
O2 -0.970 -1.226 -0.302
H1 -0.569 -0.049 1.503
H2 -0.027 1.842 -0.275
H3 -1.803 -0.976 -0.866

Relative energy (zero: lowest compared OMol25 entry of this formula, charge and spin) (kcal/mol): 65.3
2S+1: 1
LUMO level (eV): 0.52
Structure (SMILES): O=C1N[C@H]1O
Orbital gap (Eh): 0.3756

The following is a DFT calculation (ωB97M-V/def2-TZVPD) of a 2-piece molecular cluster, C2H3NO2 overall.

Atoms and positions in Å:
C1 -2.616 2.985 2.182
C2 0.064 -0.335 0.392
N1 -1.295 -0.253 0.636
O1 -3.598 2.652 1.763
O2 -1.565 3.120 2.627
H1 0.424 -1.236 0.957
H2 0.233 -0.549 -0.673
H3 0.464 0.665 0.680

Relative energy (zero: lowest compared OMol25 entry of this formula, charge and spin) (kcal/mol): 82.5
2S+1: 1
LUMO level (alpha / beta) (eV): -0.34 / -0.37
Orbital gap (alpha / beta) (Eh): 0.3406 / 0.3406

The following is a DFT calculation (ωB97M-V/def2-TZVPD) of one molecule with the formula C2H3NO2.

Atoms and positions in Å:
C1 0.681 0.753 -0.764
C2 -0.818 -0.415 0.851
H1 1.706 0.312 -1.285
H2 0.037 -1.425 -0.559
H3 -0.800 0.694 1.460
N1 0.035 -0.418 -0.348
O1 0.340 1.949 -0.670
O2 -1.180 -1.450 1.316

Relative energy (zero: lowest compared OMol25 entry of this formula, charge and spin) (kcal/mol): 32.7
2S+1: 1
LUMO level (eV): 0.56
Structure (SMILES): O=CNC=O
Orbital gap (Eh): 0.4053

The following is a DFT calculation (ωB97M-V/def2-TZVPD) of a 2-piece molecular cluster, C2H3NO2S overall.

Atoms and positions in Å:
C1 -1.449 -0.654 -0.517
C2 -1.396 0.146 0.479
N1 1.761 0.320 0.730
O1 1.020 -0.336 1.358
O2 1.651 0.301 -0.738
S1 -1.236 1.056 1.742
H1 -0.475 -0.894 -1.064
H2 -2.369 -0.693 -1.057
H3 2.494 0.753 -0.934

Relative energy (zero: lowest compared OMol25 entry of this formula, charge and spin) (kcal/mol): 124.3
2S+1: 1
LUMO level (eV): -0.11
Structure (SMILES): C=C=S.O=NO
Orbital gap (Eh): 0.3109

The following is a DFT calculation (ωB97M-V/def2-TZVPD) of one molecule with the formula C2H3NO2S.

Atoms and positions in Å:
C1 2.792 0.577 0.224
C2 -0.542 0.075 -0.629
N1 0.527 0.464 -0.068
O1 1.790 0.024 -0.476
O2 3.891 0.131 0.295
S1 -1.986 0.468 0.348
H1 2.342 1.477 0.675
H2 -0.723 -0.482 -1.488
H3 -3.006 0.792 -0.498

Relative energy (zero: lowest compared OMol25 entry of this formula, charge and spin) (kcal/mol): 73.1
2S+1: 1
LUMO level (eV): 0.56
Structure (SMILES): O=CO/N=C/S
Orbital gap (Eh): 0.3833

The following is a DFT calculation (ωB97M-V/def2-TZVPD) of one molecule with the formula C2H3NO2S2.

Atoms and positions in Å:
C1 0.714 -0.359 1.849
C2 -0.288 0.485 -0.447
N1 0.272 0.748 2.285
O1 -2.142 0.773 1.584
O2 0.734 1.077 -1.269
S1 0.365 -1.030 0.291
S2 -0.913 1.464 1.296
H1 1.648 -0.819 2.340
H2 0.901 1.926 -0.856
H3 -1.217 0.183 -1.041

Relative energy (zero: lowest compared OMol25 entry of this formula, charge and spin) (kcal/mol): 50.1
2S+1: 1
LUMO level (eV): -0.23
Orbital gap (Eh): 0.3491

The following is a DFT calculation (ωB97M-V/def2-TZVPD) of a 2-piece molecular cluster, C2H3NO3 overall.

Atoms and positions in Å:
C1 2.872 1.724 1.365
C2 -0.482 -0.468 1.505
N1 0.795 -0.299 0.909
O1 3.762 1.451 0.681
O2 2.051 2.006 2.113
O3 1.112 0.685 0.288
H1 -0.219 -0.322 2.686
H2 -1.271 0.280 1.221
H3 -0.703 -1.437 1.329

Relative energy (zero: lowest compared OMol25 entry of this formula, charge and spin) (kcal/mol): 78.8
2S+1: 1
LUMO level (eV): -0.18
Structure (SMILES): O=C=O.CN=O
Orbital gap (Eh): 0.3355

| no. | maximum force (eV/Å) | E (a.u.) |
| --- | --- | --- |
| 1 | 2.677 | -207.8681 |
| 2 | 4.812 | -207.6881 |
| 3 | 1.367 | -283.1376 |
| 4 | 6.424 | -283.1540 |
| 5 | 4.983 | -283.1265 |
| 6 | 4.639 | -283.2058 |
| 7 | 2.769 | -681.2613 |
| 8 | 3.290 | -681.3429 |
| 9 | 2.575 | -1079.5410 |
| 10 | 5.530 | -358.4041 |